Record 1
A molecular structure, C25H18ClFeN3O9 in a non-equilibrium geometry. Source: OMol25; level of theory: wB97M-V/def2-TZVPD.

Its HOMO energy (alpha / beta) is -4.727 / -4.693 eV. As for the energy relative to the best compared isomer or geometry (same formula, charge and spin): 46.57 kcal/mol. The multiplicity is 2. The calculation puts the energy at -96018.01249 eV. The calculation puts the frontier orbital gap (alpha / beta) at 5.8 / 5.2 eV. Its total charge is -1.

Each line ends with the Löwdin spin population.
CARTESIAN COORDINATES (ANGSTROEM)
Fe1 -0.065 -1.429 0.596  0.7372
C1 3.744 -3.283 -0.556  0.0008
O1 4.368 -2.154 -1.166  0.0012
C2 3.868 -0.888 -1.072  0.0026
C3 4.545 0.050 -1.829  -0.0046
C4 4.229 1.408 -1.779  0.0005
C5 3.223 1.832 -0.946  -0.0037
C6 2.500 0.918 -0.171  0.0023
C7 1.509 1.381 0.750  -0.0046
N1 0.757 0.595 1.423  0.1177
N2 -0.051 1.056 2.382  0.0384
C8 -0.687 0.062 2.950  0.0090
O2 -0.441 -1.143 2.638  0.0169
C9 -1.718 0.361 3.971  0.0006
C10 -2.047 1.651 4.371  0.0014
C11 -3.035 1.850 5.322  0.0000
C12 -3.708 0.771 5.877  0.0008
C13 -3.377 -0.519 5.484  -0.0001
C14 -2.396 -0.721 4.530  0.0007
C15 2.767 -0.480 -0.236  -0.0015
O3 2.074 -1.317 0.445  0.0409
H1 4.394 -4.123 -0.800  0.0001
H2 2.751 -3.465 -0.953  0.0000
H3 3.672 -3.172 0.525  0.0004
H4 5.340 -0.307 -2.471  -0.0003
H5 4.786 2.112 -2.383  0.0002
H6 2.978 2.887 -0.876  0.0001
H7 1.431 2.460 0.895  0.0051
H8 -1.521 2.494 3.943  0.0006
H9 -3.284 2.856 5.639  0.0000
H10 -4.485 0.936 6.612  0.0001
H11 -3.885 -1.368 5.924  0.0000
H12 -2.131 -1.714 4.194  0.0000
O4 -3.024 -0.436 1.338  -0.0115
Cl1 -2.335 -1.364 0.447  -0.0100
O5 -3.091 -1.477 -0.787  -0.0072
O6 -2.201 -2.679 1.078  0.0462
O7 -0.756 1.482 -0.161  -0.0015
O8 0.950 -3.794 -2.700  0.0041
C16 0.481 -2.953 -1.945  0.0015
O9 0.312 -3.051 -0.697  0.0202
C17 0.051 -1.620 -2.558  -0.0005
C18 -0.140 -1.565 -3.951  -0.0002
C19 -0.613 -0.425 -4.518  -0.0001
C20 -0.947 0.671 -3.697  -0.0002
C21 -1.534 1.853 -4.200  -0.0001
C22 -1.869 2.869 -3.354  0.0000
C23 -1.630 2.756 -1.977  -0.0001
C24 -1.032 1.635 -1.463  0.0000
C25 -0.681 0.547 -2.310  -0.0007
N3 -0.159 -0.594 -1.763  -0.0032
H13 0.119 -2.445 -4.521  0.0001
H14 -0.757 -0.346 -5.589  0.0000
H15 -1.735 1.925 -5.261  0.0000
H16 -2.327 3.773 -3.734  0.0000
H17 -1.928 3.550 -1.303  0.0000
H18 -1.261 2.091 0.393  0.0005



Record 2
A molecular structure, C4H12KO4 in a non-equilibrium geometry. Source: OMol25; level of theory: wB97M-V/def2-TZVPD.

Its HOMO energy is -13.058 eV. As for the energy relative to the best compared isomer or geometry (same formula, charge and spin): 21.46 kcal/mol. The multiplicity is 1. The calculation puts the energy at -28851.56336 eV. The calculation puts the frontier orbital gap at 9.8 eV. Its total charge is +1.

Each line ends with the natural charge from an NBO analysis.
CARTESIAN COORDINATES (ANGSTROEM)
K1 -0.886 -1.284 1.359  0.9856
C1 -1.933 1.504 -1.347  -0.1025
C2 -3.203 0.723 -1.641  -0.1019
O1 -4.218 1.143 -0.704  -0.7435
O2 -1.000 0.890 -0.509  -0.7565
H1 -2.093 2.529 -1.011  0.1880
H2 -1.393 1.745 -2.262  0.1770
H3 -3.123 -0.364 -1.677  0.1858
H4 -3.681 1.005 -2.579  0.1962
H5 -4.783 1.829 -1.068  0.4813
H6 -0.753 1.562 0.131  0.4825
C3 2.807 -0.283 0.953  -0.0993
C4 3.033 -1.816 1.260  -0.1009
O3 2.124 -2.576 0.440  -0.7540
O4 1.523 0.159 1.551  -0.7827
H7 2.707 -0.152 -0.124  0.2037
H8 3.668 0.306 1.268  0.1993
H9 2.798 -2.105 2.284  0.1725
H10 4.063 -2.159 1.162  0.1946
H11 2.540 -3.427 0.280  0.4873
H12 1.805 0.771 2.235  0.4875



Record 3
12 unconnected molecules or ions with the total composition H24O12 in a non-equilibrium geometry. Source: OMol25; level of theory: wB97M-V/def2-TZVPD.

Its SMILES is O.O.O.O.O.O.O.O.O.O.O.O. Its HOMO energy is -9.031 eV. As for the energy relative to the best compared isomer or geometry (same formula, charge and spin): 98.88 kcal/mol. The multiplicity is 1. The calculation puts the energy at -24957.40644 eV. The calculation puts the frontier orbital gap at 8.3 eV.

Each line ends with the natural charge from an NBO analysis.
CARTESIAN COORDINATES (ANGSTROEM)
O1 44.521 -25.601 40.871  -0.9443
H1 43.611 -25.459 40.553  0.5109
H2 44.613 -25.551 41.879  0.5067
O2 45.461 -23.703 34.259  -0.9668
H3 44.718 -23.616 33.670  0.4689
H4 45.343 -24.490 34.944  0.4985
O3 43.080 -24.745 35.454  -1.0217
H5 42.371 -25.029 36.186  0.4945
H6 42.633 -23.893 34.968  0.4969
O4 41.774 -21.885 39.436  -0.9682
H7 42.477 -22.492 39.594  0.4672
H8 42.169 -20.881 39.554  0.4986
O5 45.834 -20.852 36.161  -1.0125
H9 46.041 -21.935 36.131  0.4981
H10 45.466 -20.815 37.144  0.4747
O6 41.736 -24.817 40.490  -0.9725
H11 41.301 -24.173 41.072  0.5021
H12 41.626 -25.697 40.999  0.4838
O7 44.320 -21.072 38.417  -0.9455
H13 44.966 -20.938 39.091  0.4668
H14 43.891 -21.890 38.616  0.4895
O8 43.686 -23.770 38.302  -0.9856
H15 44.270 -23.677 37.564  0.5119
H16 42.896 -24.099 37.918  0.4812
O9 44.180 -27.083 36.610  -0.9225
H17 43.814 -26.169 36.511  0.4690
H18 44.219 -27.004 37.515  0.4491
O10 46.466 -23.654 37.161  -1.0071
H19 46.211 -24.015 38.001  0.5013
H20 47.032 -24.213 36.651  0.4816
O11 41.416 -25.451 37.458  -0.9576
H21 40.598 -25.944 37.152  0.4968
H22 41.034 -25.300 38.284  0.4983
O12 46.085 -24.266 39.652  -0.9832
H23 45.895 -23.408 40.071  0.4516
H24 45.245 -24.760 39.993  0.4892



Record 4
C2H3NO3S in the gas phase in a non-equilibrium geometry. Source: OMol25; level of theory: wB97M-V/def2-TZVPD.

Its HOMO energy is -10.536 eV. As for the energy relative to the best compared isomer or geometry (same formula, charge and spin): 49.11 kcal/mol. The multiplicity is 1. The calculation puts the energy at -20588.07662 eV. The calculation puts the frontier orbital gap at 9.2 eV.

Each line ends with the natural charge from an NBO analysis.
CARTESIAN COORDINATES (ANGSTROEM)
C1 -0.407 -0.815 0.318  0.9772
C2 1.713 0.155 -0.147  -0.2575
N1 -3.340 1.303 -0.722  -0.6395
O1 0.042 -1.922 0.451  -0.6205
O2 -1.675 -0.564 0.524  -0.7336
O3 0.264 0.261 -0.035  -0.5439
S1 -2.439 1.097 0.347  1.1997
H1 1.914 -0.760 0.250  0.2180
H2 2.115 1.153 0.273  0.2062
H3 1.814 0.091 -1.259  0.1939



Record 5
A molecular structure, C30H41CrN5O6SSi. Source: OMol25; level of theory: wB97M-V/def2-TZVPD.

Its HOMO energy (alpha / beta) is -11.004 / -11.055 eV. As for the energy relative to the best compared isomer or geometry (same formula, charge and spin): 0.00 kcal/mol. The multiplicity is 2. The calculation puts the energy at -98640.82808 eV. The calculation puts the frontier orbital gap (alpha / beta) at 7.8 / 7.9 eV. Its total charge is +1.

Each line ends with the Löwdin spin population.
CARTESIAN COORDINATES (ANGSTROEM)
Cr1 0.434 0.012 -0.125  0.9841
C1 0.864 1.243 3.465  0.0007
C2 0.109 -0.010 3.138  0.0035
C3 -0.552 -0.753 4.098  -0.0032
C4 -1.218 -1.915 3.717  0.0061
C5 -1.245 -2.321 2.397  -0.0031
C6 -0.576 -1.520 1.478  0.0053
N1 0.109 -0.426 1.866  -0.0081
N2 -0.479 -1.625 0.097  -0.0306
Si1 -0.692 -3.138 -0.804  -0.0035
C7 0.028 -2.935 -2.496  0.0002
C8 -2.487 -3.538 -0.924  -0.0008
C9 0.222 -4.464 0.122  -0.0009
H1 0.357 1.807 4.247  0.0001
H2 0.958 1.883 2.589  -0.0001
H3 1.866 1.004 3.830  0.0004
H4 -0.555 -0.421 5.127  -0.0003
H5 -1.739 -2.501 4.464  0.0004
H6 -1.784 -3.203 2.080  -0.0003
H7 -0.660 -2.437 -3.183  0.0001
H8 0.245 -3.920 -2.917  0.0000
H9 0.961 -2.363 -2.473  0.0000
H10 -3.049 -2.661 -1.259  0.0000
H11 -2.912 -3.871 0.026  0.0000
H12 -2.645 -4.338 -1.655  -0.0001
H13 0.996 -4.035 0.767  0.0000
H14 0.701 -5.157 -0.574  -0.0001
H15 -0.442 -5.052 0.760  -0.0001
O1 -1.791 3.312 -0.412  0.0113
C10 -0.799 2.651 -0.257  0.0044
O2 -0.824 1.357 0.051  0.0169
C11 0.568 3.261 -0.423  -0.0003
C12 0.688 4.537 -0.956  0.0000
C13 1.944 5.093 -1.161  -0.0005
C14 3.056 4.351 -0.819  0.0000
C15 2.978 3.091 -0.268  -0.0001
C16 1.715 2.566 -0.077  0.0018
N3 4.410 4.925 -1.059  0.0000
O3 4.471 6.077 -1.413  0.0000
O4 5.360 4.196 -0.861  0.0000
H16 -0.214 5.078 -1.211  0.0000
H17 2.066 6.082 -1.580  0.0000
H18 3.882 2.561 -0.006  0.0000
H19 1.645 1.594 0.398  0.0006
O5 2.233 -0.729 -0.214  0.0091
S1 3.240 -1.520 0.646  0.0058
C17 4.404 -0.288 1.226  0.0004
C18 5.313 0.008 0.037  0.0000
C19 5.682 -1.371 -0.502  -0.0001
C20 4.371 -2.162 -0.606  -0.0003
H20 4.944 -0.748 2.058  0.0003
H21 3.808 0.541 1.608  0.0000
H22 6.180 0.597 0.330  0.0000
H23 4.761 0.580 -0.713  0.0000
H24 6.354 -1.871 0.198  0.0000
H25 6.186 -1.331 -1.466  0.0000
H26 4.472 -3.236 -0.459  0.0000
H27 3.829 -1.980 -1.536  0.0000
C21 -5.192 -0.812 -4.662  0.0000
C22 -4.670 0.572 -5.017  0.0000
N4 -3.424 0.910 -4.318  0.0000
C23 -3.506 1.837 -3.186  0.0000
C24 -4.177 1.233 -1.961  0.0000
C25 -2.297 0.335 -4.782  -0.0001
O6 -2.270 -0.420 -5.744  -0.0001
C26 -0.984 0.606 -4.094  -0.0006
C27 0.102 1.051 -4.832  0.0038
C28 1.343 1.144 -4.225  -0.0006
C29 1.466 0.769 -2.900  0.0027
N5 0.424 0.332 -2.185  -0.0065
C30 -0.777 0.262 -2.778  0.0025
H28 -6.128 -1.004 -5.188  0.0000
H29 -5.382 -0.901 -3.591  0.0000
H30 -4.474 -1.576 -4.959  0.0000
H31 -5.395 1.341 -4.750  0.0000
H32 -4.485 0.640 -6.088  0.0000
H33 -4.068 2.710 -3.524  0.0000
H34 -2.509 2.196 -2.940  0.0000
H35 -5.227 1.006 -2.155  0.0000
H36 -4.119 1.930 -1.127  0.0000
H37 -3.685 0.305 -1.658  0.0000
H38 -0.030 1.302 -5.877  0.0002
H39 2.210 1.491 -4.769  -0.0001
H40 2.416 0.806 -2.383  0.0001
H41 -1.594 -0.089 -2.160  0.0001



Record 6
2 unconnected molecules or ions with the total composition C5H13N2O in a non-equilibrium geometry. Source: OMol25; level of theory: wB97M-V/def2-TZVPD.

Its HOMO energy is -13.150 eV. As for the energy relative to the best compared isomer or geometry (same formula, charge and spin): 69.11 kcal/mol. The multiplicity is 1. The calculation puts the energy at -10415.19901 eV. The calculation puts the frontier orbital gap at 10.1 eV. Its total charge is +1.

Each line ends with the natural charge from an NBO analysis.
CARTESIAN COORDINATES (ANGSTROEM)
C1 0.932 0.017 0.826  -0.1856
C2 0.405 -1.080 -0.096  -0.4811
C3 -1.080 -0.794 -0.526  0.0952
C4 -1.597 -0.959 -1.743  -0.4049
C5 -2.800 -0.950 1.084  0.0208
N1 -1.784 -0.335 0.630  -0.5051
N2 0.528 1.362 0.054  -0.7236
H1 0.284 0.036 1.688  0.2511
H2 1.957 0.118 1.171  0.2265
H3 0.437 -2.089 0.431  0.2661
H4 1.043 -1.262 -1.005  0.2424
H5 -1.055 -1.205 -2.639  0.2261
H6 -2.642 -0.978 -1.959  0.2272
H7 -3.012 -2.001 0.807  0.1832
H8 -3.316 -0.429 1.883  0.1998
H9 0.963 1.615 -0.849  0.4499
H10 -0.446 1.309 -0.193  0.4544
H11 0.679 2.278 0.560  0.4555
H12 4.279 1.992 -0.200  0.5078
H13 2.975 1.237 0.185  0.4468
O1 3.249 2.118 -0.109  -0.9525